No. 1
DFT (ωB97M-V/def2-TZVPD) results for C14H17I2LaNO4RhS as an isolated structure in a non-equilibrium geometry.

Energy above the lowest of the compared OMol25 structures with the same formula, charge and spin ... 6.34 kcal per mole
Maximum force ... 7.24 eV Å⁻¹
HOMO level (alpha / beta) ... -21.76 / -22.22 eV
⟨S²⟩ ... 6.0268
Molecular weight ... 790.980 g/mol
Net charge ... +4
Multiplicity ... 5
Gap between HOMO and LUMO (alpha / beta) ... 0.26905 / 0.19616 hartree

Geometry (Å):
I  1.84142  -3.78534  -0.27024
I  2.09017  3.42561  0.08254
Rh  -0.11983  1.95271  -0.47612
La  0.20764  -1.29068  0.21420
S  1.26879  0.41422  -1.77369
C  -1.73990  -2.11964  -1.21017
C  -1.45923  -3.20445  1.69712
C  0.73145  0.14105  -3.51702
C  1.52824  1.14597  -4.33634
C  -0.77176  0.32134  -3.70401
C  1.17584  -1.27529  -3.87976
C  -0.82427  2.73493  1.04122
C  -1.81569  2.12521  -1.26454
O  -2.17778  -3.89895  2.27411
O  -2.64867  -2.40195  -1.86648
O  -1.31052  3.34786  1.89612
O  -2.80572  2.45186  -1.77916
H  1.24655  1.06393  -5.38516
H  2.58861  0.91058  -4.24195
H  1.35565  2.17183  -4.00371
H  -1.04798  -0.06740  -4.70374
H  -1.03161  1.38799  -3.66953
H  -1.37384  -0.22570  -2.95175
H  0.99061  -1.44240  -4.95022
H  0.65205  -2.04526  -3.29693
H  2.25298  -1.36101  -3.68659
C  -2.44244  -0.10340  2.61571
C  -1.05096  -0.11220  3.08506
C  -0.51832  -0.01616  4.37756
C  0.88025  0.16872  4.23539
C  1.15716  0.15138  2.86506
C  2.40871  0.50231  2.16481
N  -0.02061  -0.04997  2.16622
H  -2.50730  -0.16325  1.51503
H  -2.94645  0.83276  2.89759
H  -3.02388  -0.93505  3.02341
H  -1.08945  -0.08133  5.29026
H  1.61962  0.31614  5.01819
H  2.67538  1.55261  2.36197
H  3.25552  -0.12885  2.46295
H  2.32247  0.42440  1.06281

Results of the Löwdin charge analysis, in e, for atoms 1 through 4:
1. I 0.6561
2. I 0.8811
3. Rh 0.3090
4. La 1.2851

No. 2
DFT (ωB97M-V/def2-TZVPD) results for C14H17LuN as an isolated structure in a non-equilibrium geometry.

Maximum force ... 4.49 eV Å⁻¹
HOMO level (alpha / beta) ... -0.48 / -0.75 eV
Molecular weight ... 374.264 g/mol
Net charge ... -1
Multiplicity ... 1
Gap between HOMO and LUMO (alpha / beta) ... 0.14074 / 0.14830 hartree

Geometry (Å):
C  -1.07075  1.21507  -1.56435
C  0.31991  0.96148  -1.76186
C  1.07427  2.12473  -1.33572
C  0.08327  3.15734  -0.89269
C  -1.22187  2.55164  -0.99860
Lu  0.00802  1.47520  0.65082
N  -0.37925  -2.14814  0.32547
C  -0.91195  -3.41208  0.12536
C  0.57440  -3.23781  -0.10368
H  2.13833  2.29710  -1.43124
H  0.72467  0.10739  -2.33077
H  0.31366  4.15999  -0.50518
H  -2.18950  3.03400  -0.75318
H  -1.89977  0.60169  -1.96173
H  1.01842  -3.49844  -1.15258
H  -1.53505  -3.46637  -0.77564
H  -0.96404  -1.50809  -0.27661
H  1.20768  -3.56365  0.74896
H  -1.07870  -4.04282  0.99793
C  0.75350  2.18193  2.74434
C  0.27452  1.24792  3.80216
C  1.13512  0.30467  4.40681
C  0.79813  -0.34236  5.60266
C  -0.49406  -0.13384  6.20427
C  -1.40806  0.68042  5.50184
C  -1.06811  1.33605  4.31065
H  1.83161  2.20158  2.54988
H  0.22362  3.13016  2.57946
H  2.12890  0.15676  3.92422
H  1.49575  -0.99978  6.12016
H  -0.75050  -0.61868  7.15189
H  -2.41910  0.80096  5.94106
H  -1.76207  1.98885  3.75690

Results of the natural (NBO) charge analysis, in e, for atoms 1 through 4:
1. C -0.3805
2. C -0.3527
3. C -0.4327
4. C -0.5132

No. 3
DFT (ωB97M-V/def2-TZVPD) results for C14H17N as an isolated structure in a non-equilibrium geometry.

Energy above the lowest of the compared OMol25 structures with the same formula, charge and spin ... 260.32 kcal per mole
Maximum force ... 11.56 eV Å⁻¹
HOMO level ... -8.72 eV
Molecular weight ... 199.297 g/mol
Net charge ... 0
Multiplicity ... 1
Gap between HOMO and LUMO ... 0.32293 hartree

Geometry (Å):
C  3.79186  0.27233  -1.34087
C  2.51318  -0.28031  -1.42671
C  2.45692  -1.49564  -0.36558
C  1.21396  -2.25617  -0.17643
C  0.23710  -1.14232  0.15448
C  0.16661  -0.43485  1.36536
C  -0.79697  0.57628  1.65867
C  -1.17326  0.82789  3.09792
C  -1.88278  0.69701  0.72170
C  -3.16538  1.41030  0.79332
C  -3.68868  1.76993  -0.43917
C  -3.25691  1.24224  -1.73614
C  -2.25153  0.36758  -1.70375
C  -1.58576  -0.02071  -0.40291
H  4.32954  1.25330  -1.76423
H  3.99204  0.31561  -0.08460
H  4.54049  -0.60627  -1.78835
H  2.18791  -0.80683  -2.39845
H  1.69452  0.63347  -1.27162
H  3.15022  -1.13244  0.61468
H  3.05194  -2.35811  -0.92789
H  0.94510  -2.64779  -1.02635
H  1.30409  -2.76302  0.84458
H  0.69079  -1.01015  2.10903
H  -0.66467  -0.16091  3.87208
H  -2.51144  1.11572  3.12684
H  -0.16196  1.95350  3.41116
H  -3.80866  1.88246  1.61392
H  -5.02260  2.00633  -0.47313
H  -3.78173  1.49124  -2.63102
H  -1.98601  0.18812  -2.72593
N  -0.52794  -0.88779  -0.70064

Results of the natural (NBO) charge analysis, in e, for atoms 1 through 4:
1. C -0.6127
2. C -0.4508
3. C -0.3631
4. C -0.4476

No. 4
DFT (ωB97M-V/def2-TZVPD) results for an isolated ion of composition C14H17N2 and charge +1.

Energy above the lowest of the compared OMol25 structures with the same formula, charge and spin ... 0.00 kcal per mole
Maximum force ... 0.82 eV Å⁻¹
HOMO level ... -11.91 eV
Molecular weight ... 213.304 g/mol
SMILES string ... C=CC[NH2+]Cc1cccn1-c1ccccc1
Net charge ... +1
Multiplicity ... 1
Gap between HOMO and LUMO ... 0.32776 hartree

Geometry (Å):
C  -2.25781  0.58566  -1.89721
C  -1.29324  1.27995  -1.32404
C  -1.47094  2.09758  -0.08106
N  -0.48915  1.70377  0.97787
H  0.39487  1.42568  0.51950
H  -0.29954  2.50212  1.59194
C  -0.92421  0.53261  1.82078
C  -1.12005  -0.68308  0.99393
C  -2.27385  -1.40159  0.79223
C  -1.97827  -2.42230  -0.12682
C  -0.66333  -2.28228  -0.47359
N  -0.13098  -1.23394  0.21167
C  1.19515  -0.77663  0.06262
C  2.00555  -0.54408  1.17219
C  3.30398  -0.09594  0.99628
C  3.80468  0.11465  -0.27803
C  3.00861  -0.14053  -1.38351
C  1.70832  -0.58331  -1.21873
H  1.08703  -0.79529  -2.07575
H  3.40238  -0.00118  -2.37791
H  4.81893  0.45557  -0.40956
H  3.93091  0.06821  1.85865
H  1.64219  -0.76766  2.16376
H  -0.05810  -2.87085  -1.13306
H  -2.65365  -3.17070  -0.48594
H  -3.21810  -1.22316  1.26624
H  -1.86927  0.78394  2.30422
H  -0.16399  0.39869  2.59437
H  -1.30555  3.15239  -0.31746
H  -2.47967  1.97950  0.31682
H  -0.30682  1.33318  -1.76570
H  -2.09544  0.04258  -2.81045
H  -3.25065  0.53644  -1.48421

Results of the natural (NBO) charge analysis, in e, for atoms 1 through 4:
1. C -0.2998
2. C -0.2577
3. C -0.2619
4. N -0.5065

No. 5
DFT (ωB97M-V/def2-TZVPD) results for a 2-piece molecular cluster, C14H17N3 overall in a non-equilibrium geometry.

Energy above the lowest of the compared OMol25 structures with the same formula, charge and spin ... 4.95 kcal per mole
Maximum force ... 1.49 eV Å⁻¹
HOMO level ... -7.69 eV
Molecular weight ... 227.311 g/mol
SMILES string ... Cc1c[nH]c2ccccc12.CCc1c[nH]cn1
Net charge ... 0
Multiplicity ... 1
Gap between HOMO and LUMO ... 0.31351 hartree

Geometry (Å):
C  1.33966  1.21314  -0.74706
C  2.43327  2.03943  -0.06033
C  0.06378  1.94329  -0.92273
C  -0.52172  2.48447  -2.02983
C  -1.76432  2.83976  -0.26747
N  -0.73900  2.17404  0.16355
N  -1.68960  3.05725  -1.61002
H  1.73420  0.83989  -1.69463
H  1.16672  0.33725  -0.11560
H  2.59980  2.96652  -0.59176
H  -0.13169  2.53862  -3.03426
H  -2.66266  3.01900  0.29829
H  -2.33204  3.52602  -2.23605
H  3.32796  1.45266  0.11540
H  2.11337  2.37133  0.93932
C  2.07610  -3.13507  0.37620
C  0.88746  -2.03552  2.36659
C  0.93552  -2.47244  1.09128
C  -0.92283  -1.16726  1.40378
C  -0.21894  -1.91387  0.44097
C  -2.13538  -0.56552  1.13720
C  -0.74159  -2.02349  -0.84524
C  -2.54108  -0.53201  -0.20328
C  -1.86170  -1.26907  -1.16562
N  -0.27976  -1.32538  2.63237
H  1.64001  -2.18132  3.13016
H  -0.18649  -0.50892  3.22040
H  1.83421  -4.15206  0.08471
H  3.00891  -3.10748  0.93988
H  -2.82355  -0.12547  1.85246
H  -0.28840  -2.66890  -1.57782
H  -3.39500  0.10451  -0.37696
H  -2.20737  -1.18219  -2.18558
H  2.28217  -2.54123  -0.52832

Results of the natural (NBO) charge analysis, in e, for atoms 1 through 4:
1. C -0.4283
2. C -0.5954
3. C 0.0914
4. C -0.1077

No. 6
DFT (ωB97M-V/def2-TZVPD) results for a 2-piece molecular cluster, C14H17N3 overall in a non-equilibrium geometry.

Energy above the lowest of the compared OMol25 structures with the same formula, charge and spin ... 21.32 kcal per mole
Maximum force ... 1.95 eV Å⁻¹
HOMO level ... -7.83 eV
Molecular weight ... 227.311 g/mol
SMILES string ... Cc1c[nH]c2ccccc12.CCc1c[nH]cn1
Net charge ... 0
Multiplicity ... 1
Gap between HOMO and LUMO ... 0.31748 hartree

Geometry (Å):
C  2.35592  1.45057  -0.23428
C  3.16211  2.61558  0.31644
C  0.91658  1.89813  -0.44212
C  0.04552  1.32974  -1.31614
C  -0.95318  2.81186  -0.07379
N  0.25599  2.75740  0.38517
N  -1.19175  1.91137  -1.05387
H  2.65002  1.19193  -1.25054
H  2.39305  0.56418  0.39299
H  3.62488  3.18863  -0.48563
H  0.16622  0.43434  -1.89890
H  -1.72995  3.45688  0.30865
H  -2.03167  1.81037  -1.57941
H  3.99509  2.33473  0.97979
H  2.66688  3.25345  1.04881
C  1.50449  -2.12975  1.51744
C  -0.56809  -0.76462  2.16384
C  0.12362  -1.56991  1.31394
C  -1.84359  -0.90340  0.31734
C  -0.63565  -1.61203  0.08329
C  -2.85762  -0.92373  -0.63217
C  -0.43490  -2.42379  -1.04518
C  -2.54837  -1.59885  -1.81595
C  -1.45902  -2.44378  -1.97464
N  -1.80103  -0.47795  1.61949
H  -0.33846  -0.51846  3.18660
H  -2.62704  -0.17919  2.10482
H  2.21335  -1.48459  2.01856
H  1.80220  -2.70388  0.64940
H  -3.87253  -0.60220  -0.49361
H  0.43190  -3.05790  -0.96233
H  -3.34596  -1.48195  -2.54028
H  -1.41175  -3.16269  -2.78120
H  1.34272  -2.97048  2.17348

Results of the natural (NBO) charge analysis, in e, for atoms 1 through 4:
1. C -0.4294
2. C -0.6199
3. C 0.1041
4. C -0.1206

No. 7
DFT (ωB97M-V/def2-TZVPD) results for a 3-piece molecular cluster, C14H17N3O8P overall in a non-equilibrium geometry.

Maximum force ... 3.07 eV Å⁻¹
HOMO level ... -12.47 eV
Molecular weight ... 386.277 g/mol
Net charge ... +1
Multiplicity ... 1
Gap between HOMO and LUMO ... 0.29612 hartree

Geometry (Å):
N  1.77405  3.57041  -0.80627
C  0.68888  3.17250  -0.04569
N  -0.65394  3.32935  -0.38219
P  -1.20485  4.78078  -1.23975
O  -0.22251  4.93631  -2.56552
O  -0.88686  6.03858  -0.24365
N  0.93995  2.57640  1.06323
C  2.26950  2.33617  1.59758
O  2.91943  1.23471  0.98065
O  1.94897  0.29661  0.54954
H  1.68836  4.51299  -1.16341
H  1.95466  2.92821  -1.56908
H  -1.03026  2.49837  -0.82802
H  0.09668  5.85406  -2.61128
H  0.01661  6.06807  0.11608
H  0.14005  2.25835  1.61365
H  2.14077  2.07258  2.64227
H  2.89125  3.21655  1.56276
H  1.96662  0.38576  -0.41432
C  -1.64927  -0.12487  1.48211
C  -2.05687  -1.31479  1.05337
C  -2.65804  -2.29497  1.99625
O  -3.02833  -3.38013  1.61328
C  -2.78241  -1.89181  3.42080
C  -2.36899  -0.69729  3.83799
C  -1.77124  0.27537  2.89767
O  -1.39191  1.37196  3.27854
H  -1.21142  0.61000  0.81656
H  -1.97412  -1.62283  0.01866
H  -3.22255  -2.61905  4.09078
H  -2.44852  -0.38312  4.87061
C  -0.62467  -4.46006  -2.09842
C  0.15599  -5.44362  -2.53870
C  1.60429  -5.22669  -2.77907
O  2.31784  -6.11515  -3.18051
C  2.14804  -3.87024  -2.50728
C  1.36403  -2.89074  -2.06749
C  -0.08057  -3.11084  -1.82948
O  -0.80170  -2.21560  -1.42387
H  -1.68300  -4.59648  -1.91627
H  -0.22178  -6.43738  -2.74077
H  3.20643  -3.73159  -2.68723
H  1.74141  -1.89684  -1.86407

Results of the natural (NBO) charge analysis, in e, for atoms 1 through 4:
1. N -0.8731
2. C 0.7296
3. N -0.9739
4. P 1.4955

No. 8
DFT (ωB97M-V/def2-TZVPD) results for one molecule with the formula C14H17N3OS in a non-equilibrium geometry.

Energy above the lowest of the compared OMol25 structures with the same formula, charge and spin ... 56.51 kcal per mole
Maximum force ... 3.06 eV Å⁻¹
HOMO level ... -8.55 eV
Molecular weight ... 275.377 g/mol
SMILES string ... Cc1cc(=O)nc(SCc2ccccc2N(C)C)[nH]1
Net charge ... 0
Multiplicity ... 1
Gap between HOMO and LUMO ... 0.33037 hartree

Geometry (Å):
O  3.96543  3.08040  -1.43776
N  2.87176  1.14791  -1.78007
S  1.68400  -1.10958  -2.33460
C  2.89386  2.46853  -1.33489
C  1.70763  0.57163  -1.76821
C  1.73244  3.10382  -0.71214
C  0.52857  2.41563  -0.74965
C  -3.09220  -0.92997  -0.31380
C  -2.63785  -1.32369  -1.58924
C  -2.20037  -0.82754  0.75824
C  -1.31807  -1.70714  -1.75079
C  -0.84443  -1.21701  0.61654
C  -0.40701  -1.64966  -0.65433
N  0.51498  1.17959  -1.33468
N  0.04613  -1.19110  1.70320
C  -0.70875  2.90247  -0.11317
C  1.05903  -2.00068  -0.86283
C  0.44969  -2.42087  2.42584
C  0.36186  0.10433  2.28167
H  1.87821  4.07874  -0.22977
H  -4.16736  -0.66334  -0.25568
H  -3.33851  -1.41408  -2.39921
H  -2.55603  -0.52200  1.75488
H  -0.98345  -2.02838  -2.72878
H  -0.29332  0.56948  -1.25101
H  -0.51024  3.65799  0.63641
H  -1.24939  2.06901  0.33260
H  -1.29776  3.33261  -0.93091
H  1.18655  -3.08581  -1.00176
H  1.69073  -1.73583  -0.01954
H  1.54188  -2.58695  2.25878
H  -0.12469  -3.25598  2.04645
H  0.24424  -2.33859  3.49445
H  -0.54973  0.65518  2.53982
H  0.99545  0.00533  3.18079
H  0.92672  0.66554  1.52317

Results of the natural (NBO) charge analysis, in e, for atoms 1 through 4:
1. O -0.5924
2. N -0.4706
3. S 0.2583
4. C 0.5706